Record 1
{"formula": "C4H7N2", "method": "wB97M-V/def2-TZVPD", "elements": ["C", "C", "C", "N", "C", "N", "H", "H", "H", "H", "H", "H", "H"], "xyz": [[0.78, 0.55, -1.63], [0.14, 0.15, -0.45], [-1.24, 0.09, -0.01], [-1.28, -0.37, 1.28], [0.04, -0.61, 1.66], [0.85, -0.28, 0.61], [1.78, 0.21, -1.84], [0.69, 1.67, -1.49], [0.26, 0.49, -2.54], [-2.12, 0.14, -0.64], [-2.10, -0.66, 1.83], [0.36, -0.92, 2.70], [1.85, -0.46, 0.51]], "nbo_charge": [-0.69, 0.19, -0.06, -0.45, 0.21, -0.46, 0.26, 0.27, 0.27, 0.26, 0.47, 0.27, 0.46], "largest_force_ev_per_a": 6.02, "homo_lumo_gap_ev": 10.075, "e_above_lowest_ev": 1.005, "e_lumo_ev": -3.6, "charge": 1}


Record 2
{"formula": "C45H95N5O5", "method": "wB97M-V/def2-TZVPD", "elements": ["C", "C", "C", "C", "C", "C", "C", "C", "C", "N", "O", "H", "H", "H", "H", "H", "H", "H", "H", "H", "H", "H", "H", "H", "H", "H", "H", "H", "H", "H", "C", "C", "C", "C", "C", "C", "C", "C", "C", "N", "O", "H", "H", "H", "H", "H", "H", "H", "H", "H", "H", "H", "H", "H", "H", "H", "H", "H", "H", "H", "C", "C", "C", "C", "C", "C", "C", "C", "C", "N", "O", "H", "H", "H", "H", "H", "H", "H", "H", "H", "H", "H", "H", "H", "H", "H", "H", "H", "H", "H", "C", "C", "C", "C", "C", "C", "C", "C", "C", "N", "O", "H", "H", "H", "H", "H", "H", "H", "H", "H", "H", "H", "H", "H", "H", "H", "H", "H", "H", "H", "C", "C", "C", "C", "C", "C", "C", "C", "C", "N", "O", "H", "H", "H", "H", "H", "H", "H", "H", "H", "H", "H", "H", "H", "H", "H", "H", "H", "H", "H"], "xyz": [[-19.76, -3.55, 2.22], [-20.37, -3.95, 0.88], [-21.94, -4.18, 1.02], [-20.34, -2.75, -0.08], [-18.92, -2.63, -0.62], [-18.43, -3.86, -1.33], [-18.40, -5.07, -0.40], [-18.31, -6.30, -1.34], [-17.29, -5.00, 0.61], [-19.75, -5.11, 0.24], [-19.80, -6.22, 1.13], [-20.40, -2.90, 2.83], [-19.54, -4.39, 2.88], [-18.82, -3.00, 2.21], [-22.52, -3.26, 1.01], [-22.13, -4.82, 0.15], [-22.19, -4.82, 1.87], [-20.95, -2.82, -0.98], [-20.63, -1.88, 0.51], [-18.84, -1.75, -1.27], [-18.14, -2.42, 0.12], [-17.48, -3.54, -1.78], [-19.00, -4.04, -2.24], [-18.10, -7.17, -0.72], [-17.56, -6.26, -2.13], [-19.21, -6.53, -1.92], [-16.43, -5.61, 0.35], [-17.42, -5.42, 1.61], [-17.00, -3.96, 0.77], [-20.35, -6.85, 0.65], [-19.97, 3.09, -5.09], [-18.67, 3.94, -4.95], [-18.46, 4.90, -6.15], [-18.78, 4.77, -3.70], [-17.42, 5.40, -3.24], [-16.47, 4.23, -2.96], [-16.83, 2.83, -3.62], [-15.45, 2.17, -3.84], [-17.68, 1.99, -2.62], [-17.53, 3.02, -4.87], [-17.55, 1.98, -5.81], [-20.84, 3.63, -4.72], [-20.08, 2.75, -6.11], [-19.91, 2.35, -4.29], [-18.76, 4.42, -7.08], [-18.87, 5.90, -6.02], [-17.42, 5.18, -6.30], [-19.31, 5.70, -3.90], [-19.32, 4.31, -2.87], [-17.02, 6.08, -3.99], [-17.68, 6.07, -2.42], [-16.25, 4.08, -1.90], [-15.50, 4.57, -3.33], [-15.58, 1.31, -4.49], [-15.07, 1.76, -2.90], [-14.67, 2.74, -4.35], [-16.97, 1.44, -1.99], [-18.20, 1.16, -3.11], [-18.31, 2.56, -1.94], [-17.11, 2.35, -6.58], [-5.54, 4.55, -5.97], [-7.03, 4.59, -5.64], [-7.53, 6.02, -5.99], [-7.92, 3.69, -6.48], [-7.99, 2.24, -5.98], [-8.51, 2.23, -4.57], [-7.67, 3.09, -3.56], [-8.56, 3.35, -2.36], [-6.40, 2.27, -3.18], [-7.32, 4.36, -4.23], [-6.55, 5.19, -3.38], [-4.84, 4.82, -5.18], [-5.25, 3.54, -6.25], [-5.27, 5.27, -6.75], [-8.47, 6.24, -5.47], [-6.89, 6.76, -5.50], [-7.55, 6.10, -7.07], [-8.94, 4.08, -6.45], [-7.71, 3.64, -7.55], [-8.79, 1.77, -6.56], [-7.07, 1.68, -6.13], [-8.45, 1.22, -4.15], [-9.58, 2.45, -4.54], [-7.99, 3.99, -1.69], [-8.84, 2.49, -1.75], [-9.52, 3.77, -2.66], [-6.70, 1.39, -2.61], [-5.86, 2.94, -2.51], [-5.80, 1.99, -4.04], [-7.19, 5.85, -3.10], [-4.70, -5.49, -0.27], [-5.83, -5.62, -1.32], [-5.76, -7.11, -1.83], [-7.18, -5.54, -0.58], [-7.63, -4.07, -0.32], [-7.49, -3.29, -1.65], [-6.08, -3.35, -2.29], [-6.36, -2.77, -3.73], [-5.04, -2.44, -1.65], [-5.69, -4.75, -2.51], [-4.43, -4.92, -3.11], [-4.82, -4.52, 0.22], [-4.84, -6.14, 0.60], [-3.70, -5.63, -0.67], [-6.30, -7.85, -1.24], [-6.19, -7.19, -2.83], [-4.72, -7.44, -1.91], [-7.90, -6.17, -1.11], [-7.03, -5.96, 0.42], [-8.70, -4.13, -0.14], [-7.11, -3.59, 0.50], [-7.63, -2.26, -1.33], [-8.28, -3.54, -2.35], [-7.00, -3.45, -4.29], [-5.45, -2.65, -4.33], [-6.98, -1.89, -3.58], [-5.41, -1.41, -1.66], [-4.04, -2.38, -2.09], [-4.77, -2.61, -0.60], [-4.69, -5.42, -3.89], [-14.77, -1.35, -1.52], [-13.59, -1.07, -0.55], [-14.14, -0.36, 0.70], [-13.02, -2.42, -0.10], [-11.66, -2.26, 0.57], [-10.65, -1.56, -0.35], [-11.15, -0.25, -0.96], [-10.93, 0.93, 0.01], [-10.44, -0.05, -2.30], [-12.58, -0.35, -1.34], [-13.09, 0.80, -1.98], [-14.36, -1.77, -2.44], [-15.42, -2.07, -1.01], [-15.41, -0.48, -1.67], [-14.76, 0.50, 0.43], [-14.78, -0.99, 1.33], [-13.31, -0.13, 1.37], [-13.75, -3.03, 0.43], [-12.91, -2.93, -1.06], [-11.81, -1.63, 1.44], [-11.40, -3.27, 0.90], [-10.34, -2.13, -1.23], [-9.89, -1.39, 0.42], [-9.93, 0.97, 0.45], [-11.68, 0.86, 0.80], [-11.12, 1.91, -0.44], [-9.37, -0.05, -2.07], [-10.59, 0.96, -2.68], [-10.74, -0.76, -3.07], [-12.86, 0.63, -2.90]], "mulliken_charge": [-1.73, 1.63, -1.88, -1.27, -0.13, -1.33, 1.89, -2.07, -1.46, 0.16, -0.48, 0.46, 0.40, 0.28, 0.37, 0.47, 0.38, 0.31, 0.52, 0.24, 0.02, 0.36, 0.36, 0.47, 0.38, 0.43, 0.43, 0.34, 0.10, 0.35, -1.56, 1.52, -1.83, -1.43, -0.87, -1.04, 1.69, -2.18, -1.69, 0.49, -0.49, 0.39, 0.29, 0.37, 0.37, 0.33, 0.43, 0.60, 0.42, 0.37, 0.38, 0.44, 0.41, 0.49, 0.45, 0.43, 0.08, 0.45, 0.34, 0.35, -1.84, 1.71, -2.08, -1.40, -0.94, -0.63, 1.75, -1.87, -1.83, 0.50, -0.51, 0.34, 0.36, 0.45, 0.43, 0.46, 0.44, 0.46, 0.44, 0.44, 0.31, -0.10, 0.45, 0.54, 0.12, 0.45, 0.43, 0.42, 0.34, 0.35, -1.68, 1.56, -1.87, -1.49, -0.50, -0.86, 1.85, -1.92, -1.52, 0.23, -0.49, 0.38, 0.45, 0.33, 0.37, 0.46, 0.37, 0.40, 0.42, 0.10, 0.42, 0.09, 0.46, 0.45, 0.42, 0.29, 0.25, 0.43, 0.28, 0.36, -1.00, 1.32, -1.72, -1.29, -1.08, -0.68, 2.18, -1.84, -2.62, 0.47, -0.44, 0.52, 0.18, -0.20, 0.31, 0.35, 0.38, 0.51, 0.45, 0.36, 0.36, 0.33, 0.19, 0.39, 0.42, 0.33, 0.38, 0.70, 0.43, 0.30], "largest_force_ev_per_a": 2.99, "homo_lumo_gap_ev": 8.255, "e_above_lowest_ev": 3.327, "e_lumo_ev": 0.5, "charge": 0}


Record 3
{"formula": "C4H7HgO3", "method": "wB97M-V/def2-TZVPD", "elements": ["H", "O", "C", "C", "O", "C", "C", "O", "Hg", "H", "H", "H", "H", "H", "H"], "xyz": [[-1.90, 1.79, 0.60], [-0.68, -1.03, -0.42], [-1.65, -0.09, -0.48], [-1.22, 0.93, 0.59], [0.03, 1.37, 0.05], [0.64, 0.28, -0.63], [1.82, -0.18, 0.24], [1.80, -1.53, 0.54], [0.20, -2.41, 0.61], [-2.64, -0.53, -0.31], [-1.05, 0.50, 1.58], [-0.83, 0.56, -1.58], [0.86, -0.15, -1.62], [1.88, 0.41, 1.17], [2.73, 0.09, -0.33]], "nbo_charge": [0.24, -0.82, -0.03, -0.13, -0.48, 0.38, -0.15, -0.90, 1.60, 0.23, 0.19, 0.19, 0.26, 0.20, 0.22], "largest_force_ev_per_a": 7.40, "homo_lumo_gap_ev": 7.180, "e_above_lowest_ev": 3.053, "e_lumo_ev": -6.7, "charge": 1}


Record 4
{"formula": "C4H4N2O", "method": "wB97M-V/def2-TZVPD", "elements": ["C", "C", "N", "C", "O", "C", "N", "H", "H", "H", "H"], "xyz": [[-2.10, 0.76, 0.03], [-1.76, -0.53, -0.03], [-0.43, -1.08, 0.04], [0.82, -0.54, 0.03], [1.82, -1.24, -0.02], [0.96, 0.94, 0.01], [1.20, 2.06, -0.04], [-1.37, 1.57, 0.28], [-3.16, 1.00, -0.12], [-2.53, -1.29, -0.27], [-0.38, -2.08, 0.08]], "nbo_charge": [-0.44, -0.03, -0.59, 0.59, -0.53, 0.17, -0.24, 0.23, 0.22, 0.21, 0.42], "largest_force_ev_per_a": 1.36, "homo_lumo_gap_ev": 9.706, "e_above_lowest_ev": 1.254, "e_lumo_ev": 0.0, "charge": 0}